No. 1
The following is a quantum chemistry calculation of a 2-piece molecular cluster, C9H11O3 overall, from the OMol25 dataset.

## Properties
* HOMO: -0.111 hartree
* Kohn-Sham gap: 6.6 eV
* multiplicity: 1
* net charge: -1
* ΔE to the lowest compared entry with this formula, charge and spin: 83.1 kJ/mol
* total energy: -15655.439 eV
* E_LUMO: 0.133 Eh

Each atom is followed by the atoms it is bonded to, with distances in Å.
Atoms and positions in Å:
1 C -2.980 0.287 1.236  C7 1.512, H14 1.094, H15 1.089, H16 1.104
2 C 0.102 -0.059 -1.864  C3 1.424, C4 1.438, O8 1.270
3 C -0.952 -1.006 -1.726  C2 1.424, C5 1.391, H10 1.093
4 C -0.153 1.157 -1.140  C2 1.438, C6 1.386, H11 1.098
5 C -1.941 -0.905 -0.753  C3 1.391, C7 1.393, H12 1.083
6 C -1.131 1.261 -0.164  C4 1.386, C7 1.393, H13 1.084
7 C -2.024 0.217 0.068  C1 1.512, C5 1.393, C6 1.393
8 O 1.206 -0.281 -2.451  C2 1.270
9 H 1.817 1.195 0.230  O19 0.974
10 H -0.823 -1.954 -2.254  C3 1.093
11 H 0.595 1.957 -1.206  C4 1.098
12 H -2.704 -1.662 -0.626  C5 1.083
13 H -1.182 2.178 0.413  C6 1.084
14 H -3.945 -0.174 1.002  C1 1.094
15 H -3.168 1.286 1.629  C1 1.089
16 H -2.577 -0.236 2.122  C1 1.104
17 C 2.975 -0.855 0.268  C18 1.501, H21 1.085, H22 1.086, H23 1.088
18 C 2.699 0.003 1.469  C17 1.501, O19 1.355, O20 1.198
19 O 2.007 1.133 1.183  H9 0.974, C18 1.355
20 O 2.958 -0.249 2.612  C18 1.198
21 H 2.073 -1.006 -0.316  C17 1.085
22 H 3.352 -1.819 0.595  C17 1.086
23 H 3.798 -0.467 -0.327  C17 1.088



No. 2
The following is a quantum chemistry calculation of a 3-piece molecular cluster, C18H44N2O5S2Si overall, from the OMol25 dataset.

## Properties
* HOMO: -0.323 hartree
* Kohn-Sham gap: 9.2 eV
* multiplicity: 1
* net charge: 0
* total energy: -62145.983 eV
* E_LUMO: 0.014 Eh

Each atom is followed by the atoms it is bonded to, with distances in Å.
Atoms and positions in Å:
1 C 4.210 2.919 1.498  C2 1.537, H21 1.094, H22 1.092, H23 1.091
2 C 3.636 1.530 1.819  C1 1.537, C3 1.526, H24 1.098, H25 1.093
3 C 4.115 0.460 0.843  C2 1.526, C4 1.529, H26 1.093, H27 1.097
4 C 3.608 -0.948 1.159  C3 1.529, O5 1.425, H28 1.094, H29 1.097
5 O 3.161 -1.643 -0.003  C4 1.425, Si6 1.652
6 Si 1.606 -1.528 -0.549  O5 1.652, N7 1.761, C8 1.865, C12 1.872
7 N 0.877 -0.041 0.051  Si6 1.761, H30 1.017, H31 1.016
8 C 1.714 -1.415 -2.408  Si6 1.865, C9 1.544, H32 1.093, H33 1.095
9 C 1.878 0.045 -2.884  C8 1.544, C10 1.543, H34 1.095, H35 1.094
10 C 2.456 0.166 -4.310  C9 1.543, N11 1.464, H36 1.094, H37 1.094
11 N 3.870 0.532 -4.412  C10 1.464, H38 1.013, H39 1.014
12 C 0.617 -3.011 0.025  Si6 1.872, C13 1.546, H40 1.097, H41 1.095
13 C -0.820 -3.024 -0.545  C12 1.546, C14 1.542, H42 1.096, H43 1.090
14 C -1.870 -2.435 0.419  C13 1.542, C15 1.536, H44 1.094, H45 1.096
15 C -2.850 -1.465 -0.256  C14 1.536, C16 1.525, H46 1.092, H47 1.095
16 C -4.167 -1.270 0.489  C15 1.525, O17 1.437, H48 1.098, H49 1.092
17 O -4.307 0.011 1.127  C16 1.437, C18 1.366
18 C -4.433 1.068 0.270  O17 1.366, C19 1.498, O20 1.209
19 C -5.848 1.353 -0.131  C18 1.498, H50 1.090, H51 1.091, H52 1.091
20 O -3.477 1.719 -0.080  C18 1.209
21 H 5.112 3.100 2.090  C1 1.094
22 H 4.497 3.004 0.449  C1 1.092
23 H 3.518 3.727 1.741  C1 1.091
24 H 3.952 1.245 2.831  C2 1.098
25 H 2.543 1.551 1.828  C2 1.093
26 H 3.794 0.724 -0.167  C3 1.093
27 H 5.212 0.468 0.834  C3 1.097
28 H 4.413 -1.554 1.585  C4 1.094
29 H 2.816 -0.906 1.917  C4 1.097
30 H 0.112 0.230 -0.562  N7 1.017
31 H 0.454 -0.189 0.962  N7 1.016
32 H 0.835 -1.844 -2.895  C8 1.093
33 H 2.576 -1.998 -2.747  C8 1.095
34 H 0.905 0.545 -2.848  C9 1.095
35 H 2.533 0.604 -2.208  C9 1.094
36 H 1.895 0.920 -4.870  C10 1.094
37 H 2.315 -0.781 -4.839  C10 1.094
38 H 3.996 1.470 -4.051  N11 1.013
39 H 4.434 -0.078 -3.831  N11 1.014
40 H 1.161 -3.905 -0.305  C12 1.097
41 H 0.597 -3.062 1.119  C12 1.095
42 H -0.860 -2.450 -1.477  C13 1.096
43 H -1.102 -4.043 -0.812  C13 1.090
44 H -2.422 -3.247 0.901  C14 1.094
45 H -1.346 -1.904 1.223  C14 1.096
46 H -2.339 -0.507 -0.373  C15 1.092
47 H -3.066 -1.830 -1.265  C15 1.095
48 H -5.007 -1.419 -0.202  C16 1.098
49 H -4.280 -2.008 1.286  C16 1.092
50 H -6.472 1.450 0.758  C19 1.090
51 H -5.870 2.284 -0.699  C19 1.091
52 H -6.241 0.545 -0.750  C19 1.091
53 C -5.830 -5.521 -2.715  S54 1.796, H57 1.088, H58 1.090, H59 1.090
54 S -4.929 -4.208 -1.885  C53 1.796, O55 1.485, C56 1.797
55 O -3.547 -4.225 -2.426  S54 1.485
56 C -4.874 -5.021 -0.283  S54 1.797, H60 1.090, H61 1.090, H62 1.087
57 H -5.931 -5.238 -3.761  C53 1.088
58 H -5.266 -6.449 -2.634  C53 1.090
59 H -6.818 -5.624 -2.265  C53 1.090
60 H -4.379 -5.987 -0.388  C56 1.090
61 H -5.888 -5.144 0.096  C56 1.090
62 H -4.304 -4.386 0.391  C56 1.087
63 C 2.375 8.037 3.509  S64 1.797, H67 1.088, H68 1.090, H69 1.090
64 S 3.862 7.028 3.513  C63 1.797, O65 1.484, C66 1.797
65 O 3.925 6.356 2.192  S64 1.484
66 C 3.254 5.806 4.683  S64 1.797, H70 1.090, H71 1.090, H72 1.088
67 H 2.529 8.839 2.791  C63 1.088
68 H 1.525 7.426 3.206  C63 1.090
69 H 2.218 8.457 4.503  C63 1.090
70 H 2.340 5.357 4.294  C66 1.090
71 H 3.073 6.284 5.646  C66 1.090
72 H 4.025 5.046 4.788  C66 1.088



No. 3
The following is a quantum chemistry calculation of an isolated molecule of C4H9N, from the OMol25 dataset.

## Properties
* HOMO: -0.349 hartree
* Kohn-Sham gap: 10.5 eV
* multiplicity: 1
* SMILES string: C[C@H]1C[C@H]1N
* net charge: 0
* ΔE to the lowest compared entry with this formula, charge and spin: 369.4 kJ/mol
* total energy: -5779.983 eV
* E_LUMO: 0.038 Eh

Each atom is followed by the atoms it is bonded to, with distances in Å.
Atoms and positions in Å:
1 C -0.355 1.296 0.699  C2 1.466, H5 1.031, H6 1.106, H7 1.118
2 C -0.210 -0.161 0.613  C1 1.466, C3 1.545, C4 1.335, H8 1.218
3 C -0.920 -1.085 -0.401  C2 1.545, C4 1.592, H9 1.120, H10 1.184
4 C 0.634 -0.909 -0.101  C2 1.335, C3 1.592, H11 1.246, N14 1.511
5 H 0.158 2.003 1.247  C1 1.031
6 H -1.220 1.483 1.364  C1 1.106
7 H -0.711 1.810 -0.227  C1 1.118
8 H -0.301 -0.456 1.791  C2 1.218
9 H -1.728 -1.790 -0.078  C3 1.120
10 H -1.147 -0.363 -1.312  C3 1.184
11 H 1.525 -1.629 0.389  C4 1.246
12 H 2.095 0.282 -0.775  N14 1.121
13 H 1.109 -0.534 -2.029  N14 1.034
14 N 1.074 0.054 -1.179  C4 1.511, H12 1.121, H13 1.034



No. 4
The following is a quantum chemistry calculation of a 2-piece molecular cluster, C4H11NO2 overall, from the OMol25 dataset.

## Properties
* HOMO: -0.355 hartree
* Kohn-Sham gap: 10.4 eV
* multiplicity: 1
* SMILES string: CC(C)C(N)=O.O
* net charge: 0
* ΔE to the lowest compared entry with this formula, charge and spin: 163.3 kJ/mol
* total energy: -9910.550 eV
* E_LUMO: 0.029 Eh

Each atom is followed by the atoms it is bonded to, with distances in Å.
Atoms and positions in Å:
1 N -1.328 1.231 -0.502  C2 1.390, H7 1.023, H8 1.047
2 C -0.729 0.327 0.368  N1 1.390, C3 1.631, O6 1.215
3 C 0.734 -0.073 -0.233  C2 1.631, C4 1.627, C5 1.495, H9 1.093
4 C 1.512 1.337 -0.468  C3 1.627, H10 1.041, H11 1.043, H12 1.162
5 C 0.712 -0.794 -1.542  C3 1.495, H13 1.116, H14 1.134, H15 1.198
6 O -1.030 0.318 1.545  C2 1.215
7 H -1.425 1.014 -1.496  N1 1.023
8 H -1.902 1.934 0.021  N1 1.047
9 H 1.197 -0.667 0.560  C3 1.093
10 H 1.475 1.699 0.508  C4 1.041
11 H 1.098 1.922 -1.226  C4 1.043
12 H 2.609 1.125 -0.786  C4 1.162
13 H -0.122 -0.451 -2.199  C5 1.116
14 H 1.718 -0.847 -2.062  C5 1.134
15 H 0.476 -1.941 -1.288  C5 1.198
16 H -0.895 -1.775 2.942  O18 0.949
17 H -2.258 -2.606 2.845  O18 0.962
18 O -1.842 -1.755 3.012  H16 0.949, H17 0.962



No. 5
The following is a quantum chemistry calculation of an isolated molecule of C22H23N5O2, from the OMol25 dataset.

## Properties
* HOMO: -0.285 hartree
* Kohn-Sham gap: 8.3 eV
* multiplicity: 1
* SMILES string: Cc1cccc(Cn2c(N(C)Cc3ccccc3)nc3c2c(=O)[nH]c(=O)n3C)c1
* net charge: 0
* ΔE to the lowest compared entry with this formula, charge and spin: 0.0 kJ/mol
* total energy: -34735.092 eV
* E_LUMO: 0.021 Eh

Each atom is followed by the atoms it is bonded to, with distances in Å.
Atoms and positions in Å:
1 C -0.753 -1.253 -3.747  C2 1.499, H50 1.091, H51 1.088, H52 1.087
2 C -1.100 0.046 -3.085  C1 1.499, C3 1.387, C7 1.390
3 C -0.251 0.617 -2.148  C2 1.387, C4 1.389, H49 1.081
4 C -0.570 1.818 -1.528  C3 1.389, C5 1.388, C11 1.511
5 C -1.764 2.451 -1.842  C4 1.388, C6 1.384, H10 1.079
6 C -2.620 1.888 -2.773  C5 1.384, C7 1.383, H9 1.080
7 C -2.291 0.695 -3.390  C2 1.390, C6 1.383, H8 1.081
8 H -2.961 0.261 -4.118  C7 1.081
9 H -3.547 2.384 -3.018  C6 1.080
10 H -2.018 3.381 -1.357  C5 1.079
11 C 0.348 2.411 -0.485  C4 1.511, N12 1.451, H47 1.088, H48 1.093
12 N 0.128 1.762 0.795  C11 1.451, C13 1.362, C16 1.394
13 C 0.561 0.568 1.285  N12 1.362, N14 1.333, N28 1.355
14 N -0.165 0.140 2.318  C13 1.333, C15 1.347
15 C -1.105 1.086 2.506  N14 1.347, C16 1.385, N22 1.361
16 C -0.964 2.113 1.586  N12 1.394, C15 1.385, C17 1.422
17 C -1.797 3.265 1.609  C16 1.422, O18 1.218, N19 1.399
18 O -1.769 4.255 0.899  C17 1.218
19 N -2.747 3.148 2.630  C17 1.399, C20 1.380, H27 1.014
20 C -2.934 2.148 3.562  N19 1.380, O21 1.211, N22 1.378
21 O -3.806 2.216 4.399  C20 1.211
22 N -2.063 1.085 3.473  C15 1.361, C20 1.378, C23 1.445
23 C -2.152 -0.013 4.409  N22 1.445, H24 1.090, H25 1.090, H26 1.088
24 H -2.404 -0.932 3.880  C23 1.090
25 H -1.193 -0.145 4.910  C23 1.090
26 H -2.930 0.230 5.131  C23 1.088
27 H -3.389 3.927 2.718  N19 1.014
28 N 1.613 -0.146 0.816  C13 1.355, C29 1.446, C33 1.454
29 C 2.780 0.481 0.236  N28 1.446, H30 1.090, H31 1.094, H32 1.091
30 H 3.663 -0.087 0.529  C29 1.090
31 H 2.738 0.486 -0.857  C29 1.094
32 H 2.897 1.502 0.601  C29 1.091
33 C 1.815 -1.479 1.361  N28 1.454, C34 1.506, H45 1.091, H46 1.097
34 C 2.133 -2.448 0.254  C33 1.506, C35 1.388, C39 1.390
35 C 3.373 -3.068 0.174  C34 1.388, C36 1.385, H44 1.081
36 C 3.655 -3.946 -0.859  C35 1.385, C37 1.384, H43 1.080
37 C 2.700 -4.210 -1.824  C36 1.384, C38 1.385, H42 1.080
38 C 1.460 -3.595 -1.752  C37 1.385, C39 1.383, H41 1.080
39 C 1.179 -2.718 -0.721  C34 1.390, C38 1.383, H40 1.080
40 H 0.214 -2.237 -0.660  C39 1.080
41 H 0.711 -3.807 -2.500  C38 1.080
42 H 2.918 -4.895 -2.629  C37 1.080
43 H 4.622 -4.424 -0.909  C36 1.080
44 H 4.121 -2.870 0.929  C35 1.081
45 H 0.888 -1.760 1.865  C33 1.091
46 H 2.622 -1.469 2.104  C33 1.097
47 H 1.388 2.312 -0.789  C11 1.088
48 H 0.107 3.467 -0.343  C11 1.093
49 H 0.675 0.115 -1.903  C3 1.081
50 H -1.324 -2.065 -3.297  C1 1.091
51 H -1.000 -1.221 -4.807  C1 1.088
52 H 0.306 -1.475 -3.637  C1 1.087